Record 1
ORCA calculation (ωB97M-V/def2-TZVPD) on a molecular structure, C29H20AlClF5PS at a distorted geometry.

Gap between HOMO and LUMO, eV: 8.040
Energy, eV: -83229.862
Relative energy (zero: lowest compared OMol25 entry of this formula, charge and spin), kcal/mol: 3.8
Total charge: 0
E_HOMO, eV: -8.05

Each line ends with the natural charge from an NBO analysis.
Cartesian coordinates (Å):
1 C 1.990 3.001 -1.015  -0.460
2 C 0.562 2.713 -1.053  -0.486
3 C 0.007 3.183 0.183  -0.228
4 H 0.018 2.490 -1.968  0.260
5 C 1.056 3.614 1.015  -0.248
6 C 2.300 3.421 0.338  -0.397
7 H 3.264 3.825 0.650  0.254
8 H 2.632 3.084 -1.893  0.282
9 H -1.058 3.251 0.397  0.240
10 H 0.938 4.097 1.984  0.238
11 Al 1.822 1.213 -0.084  1.532
12 Cl 1.221 0.389 1.762  -0.522
13 P -1.369 -0.785 0.233  0.802
14 C -2.919 -0.260 1.066  -0.244
15 C -4.190 -0.357 0.478  -0.234
16 H -4.295 -0.725 -0.541  0.223
17 C -5.327 0.007 1.204  -0.215
18 H -6.312 -0.096 0.743  0.216
19 C -5.200 0.489 2.510  -0.214
20 H -6.090 0.763 3.077  0.216
21 C -3.932 0.618 3.094  -0.202
22 H -3.834 0.991 4.116  0.216
23 C -2.794 0.266 2.369  -0.241
24 H -1.800 0.383 2.804  0.227
25 C -1.950 -1.085 -1.477  -0.246
26 C -2.031 0.044 -2.320  -0.239
27 H -1.760 1.026 -1.929  0.209
28 C -2.470 -0.096 -3.634  -0.203
29 H -2.525 0.780 -4.284  0.214
30 C -2.845 -1.359 -4.114  -0.216
31 H -3.205 -1.464 -5.138  0.216
32 C -2.763 -2.481 -3.284  -0.207
33 H -3.065 -3.465 -3.648  0.217
34 C -2.295 -2.350 -1.974  -0.242
35 H -2.212 -3.229 -1.336  0.227
36 C -1.159 -2.488 0.882  -0.245
37 C -2.149 -3.181 1.596  -0.239
38 H -3.095 -2.695 1.835  0.225
39 C -1.929 -4.502 1.997  -0.213
40 H -2.718 -5.039 2.529  0.217
41 C -0.712 -5.127 1.710  -0.210
42 H -0.547 -6.161 2.014  0.216
43 C 0.297 -4.429 1.033  -0.201
44 H 1.249 -4.918 0.811  0.217
45 C 0.085 -3.109 0.640  -0.232
46 H 0.876 -2.545 0.144  0.221
47 F 8.106 3.272 0.495  -0.283
48 C 7.047 2.542 0.101  0.275
49 C 6.406 1.689 1.004  0.310
50 F 6.862 1.578 2.271  -0.292
51 C 5.258 1.015 0.607  0.322
52 F 4.583 0.285 1.534  -0.287
53 C 4.746 1.133 -0.696  -0.289
54 S 3.372 0.188 -1.267  -0.279
55 C 5.392 2.022 -1.564  0.333
56 F 4.840 2.263 -2.781  -0.298
57 C 6.534 2.713 -1.187  0.268
58 F 7.090 3.599 -2.040  -0.285

=====

Record 2
ORCA calculation (ωB97M-V/def2-TZVPD) on a molecular structure, C29H20BrN3ORe at a distorted geometry.

Expectation value of S²: 1.123
Gap between HOMO and LUMO (spin up / spin down), eV: 5.070 / 5.674
Energy, eV: -109072.934
Relative energy (zero: lowest compared OMol25 entry of this formula, charge and spin), kcal/mol: 15.4
Total charge: +2
E_HOMO (spin up / spin down), eV: -13.52 / -13.68
Spin multiplicity: 2

Each line ends with the Löwdin spin population.
Cartesian coordinates (Å):
1 Re -0.652 0.390 -0.462  0.970
2 Br -0.561 7.592 1.581  0.000
3 C -0.270 5.801 1.034  0.006
4 C 0.951 5.457 0.430  -0.007
5 C 1.164 4.174 0.012  0.011
6 C 0.178 3.168 0.178  -0.022
7 O 0.420 1.987 -0.255  0.049
8 C -1.063 3.522 0.815  -0.002
9 C -2.111 2.581 1.029  0.021
10 N -2.134 1.345 0.611  0.011
11 C -3.240 0.523 0.884  0.004
12 C -4.205 0.726 1.850  0.003
13 C -5.278 -0.167 1.971  -0.004
14 C -5.437 -1.211 1.098  0.004
15 C -4.467 -1.457 0.100  0.001
16 C -4.556 -2.479 -0.868  0.028
17 C -3.520 -2.664 -1.753  -0.002
18 C -2.370 -1.879 -1.646  0.019
19 N -2.253 -0.885 -0.768  0.016
20 C -3.321 -0.628 0.053  0.024
21 C -1.262 4.852 1.211  0.015
22 H 1.712 6.207 0.284  0.000
23 H 2.082 3.892 -0.482  0.001
24 H -2.971 2.973 1.565  0.001
25 H -4.143 1.550 2.545  0.000
26 H -5.993 -0.007 2.762  0.000
27 H -6.290 -1.866 1.175  0.000
28 H -5.444 -3.088 -0.916  0.001
29 H -3.576 -3.418 -2.524  -0.001
30 H -1.515 -2.064 -2.285  0.000
31 H -2.208 5.140 1.650  0.000
32 N 0.758 -0.633 -0.887  -0.086
33 C 1.900 -1.176 -0.687  -0.011
34 C 1.967 -2.465 -0.003  -0.008
35 C 3.056 -3.332 -0.140  -0.004
36 C 3.038 -4.560 0.493  -0.001
37 C 1.938 -4.948 1.244  -0.008
38 C 0.857 -4.084 1.399  0.000
39 C 0.869 -2.853 0.782  -0.004
40 C 3.093 -0.436 -1.110  -0.011
41 C 4.276 -0.474 -0.356  -0.004
42 C 5.370 0.267 -0.762  -0.001
43 C 5.318 1.019 -1.929  -0.007
44 C 4.140 1.083 -2.665  0.000
45 C 3.025 0.386 -2.247  -0.005
46 H 3.889 -3.061 -0.769  0.000
47 H 3.880 -5.226 0.385  0.000
48 H 1.905 -5.928 1.697  0.000
49 H 0.013 -4.383 2.004  0.000
50 H 0.049 -2.146 0.916  0.003
51 H 4.320 -1.040 0.563  0.000
52 H 6.272 0.259 -0.169  0.000
53 H 6.192 1.556 -2.261  0.000
54 H 4.105 1.673 -3.568  0.000
55 H 2.100 0.432 -2.807  0.000

=====

Record 3
ORCA calculation (ωB97M-V/def2-TZVPD) on a molecular structure, C29H20F10IrN7Se.

Expectation value of S²: 0.811
Gap between HOMO and LUMO (spin up / spin down), eV: 5.305 / 4.313
Energy, eV: -136177.400
Relative energy (zero: lowest compared OMol25 entry of this formula, charge and spin), kcal/mol: 0.0
Total charge: +1
E_HOMO (spin up / spin down), eV: -10.46 / -9.96
Spin multiplicity: 2

Each line ends with the Löwdin spin population.
Cartesian coordinates (Å):
1 Ir 0.886 0.158 -0.012  0.205
2 C 3.557 -1.259 0.254  -0.005
3 N 2.965 0.078 0.005  -0.006
4 C 3.323 0.985 1.122  -0.001
5 C 2.501 0.636 2.362  0.017
6 N 1.141 0.227 1.969  0.198
7 C 0.255 -0.055 3.013  0.009
8 C -0.640 -1.136 2.969  0.024
9 F -0.576 -2.016 1.986  0.004
10 C -1.575 -1.380 3.961  -0.004
11 F -2.393 -2.415 3.851  -0.003
12 C -1.629 -0.567 5.082  0.026
13 F -2.515 -0.792 6.035  0.009
14 C -0.735 0.489 5.185  -0.003
15 F -0.776 1.297 6.237  -0.003
16 C 0.175 0.731 4.175  0.023
17 F 0.945 1.822 4.316  0.005
18 C 3.359 0.581 -1.342  0.001
19 C 2.495 -0.119 -2.382  0.022
20 N 1.094 -0.004 -1.959  0.280
21 C 0.107 -0.191 -2.935  0.016
22 C 0.109 -1.288 -3.803  0.024
23 F 1.063 -2.210 -3.697  0.006
24 C -0.895 -1.488 -4.735  -0.003
25 F -0.868 -2.551 -5.520  -0.003
26 C -1.946 -0.586 -4.820  0.023
27 F -2.914 -0.772 -5.699  0.008
28 C -1.975 0.513 -3.974  -0.003
29 F -2.966 1.393 -4.055  -0.003
30 C -0.958 0.700 -3.059  0.023
31 F -1.007 1.797 -2.285  0.004
32 H 4.642 -1.152 0.329  -0.001
33 H 3.315 -1.932 -0.561  0.000
34 H 3.163 -1.665 1.182  -0.001
35 H 3.090 1.990 0.797  0.000
36 H 4.394 0.940 1.334  0.000
37 H 2.503 1.518 3.003  0.007
38 H 2.970 -0.168 2.939  0.006
39 H 4.422 0.410 -1.523  0.000
40 H 3.169 1.654 -1.354  0.000
41 H 2.778 -1.171 -2.471  0.011
42 H 2.655 0.335 -3.363  0.004
43 C -3.992 -2.651 -0.925  0.000
44 C -4.401 -1.523 -0.219  0.000
45 C -3.488 -0.551 0.131  0.000
46 C -2.147 -0.734 -0.221  -0.002
47 C -1.728 -1.858 -0.922  -0.003
48 C -2.660 -2.819 -1.280  0.000
49 N -1.180 0.287 0.101  -0.004
50 N -1.684 1.338 0.562  0.000
51 C -0.775 2.409 0.593  0.000
52 C -1.295 3.651 0.918  -0.001
53 C -0.474 4.758 0.786  0.002
54 C 0.822 4.574 0.324  -0.001
55 C 1.269 3.298 0.039  -0.001
56 N 0.497 2.217 0.183  -0.015
57 H -4.718 -3.405 -1.198  0.000
58 H -5.439 -1.405 0.058  0.000
59 H -3.801 0.327 0.673  0.000
60 H -0.688 -1.987 -1.183  -0.002
61 H -2.342 -3.698 -1.819  0.000
62 H -2.325 3.723 1.233  0.000
63 H -0.845 5.746 1.020  0.000
64 H 1.491 5.409 0.182  0.000
65 H 2.274 3.143 -0.318  0.000
66 Se 1.389 -3.447 0.042  0.088
67 C 0.160 -4.683 -0.493  0.010
68 N -0.629 -5.458 -0.824  0.018

=====

Record 4
ORCA calculation (ωB97M-V/def2-TZVPD) on a molecular structure, C29H21BrN5O3PbS2 at a distorted geometry.

Gap between HOMO and LUMO (spin up / spin down), eV: 5.620 / 4.195
Energy, eV: -140936.339
Total charge: +3
E_HOMO (spin up / spin down), eV: -14.87 / -14.15

Each line ends with the natural charge from an NBO analysis.
Cartesian coordinates (Å):
1 Pb -0.109 -2.564 1.642  1.602
2 Br -6.619 -6.874 0.644  0.179
3 C -4.924 -6.260 1.087  -0.059
4 C -4.752 -4.915 1.203  -0.236
5 C -3.482 -4.403 1.325  -0.206
6 C -2.331 -5.284 1.335  0.052
7 C -2.583 -6.624 1.578  -0.213
8 C -3.865 -7.172 1.432  -0.191
9 N -1.013 -4.782 1.126  -0.528
10 C -0.271 -5.371 0.262  0.153
11 C 1.083 -4.927 -0.054  0.133
12 C 2.085 -5.666 -0.778  -0.166
13 C 3.313 -5.083 -0.947  -0.107
14 C 3.669 -3.925 -0.252  -0.176
15 C 2.704 -3.331 0.496  0.049
16 N 1.474 -3.813 0.546  -0.613
17 H -5.646 -4.322 1.331  0.258
18 H -3.491 -3.299 1.258  0.222
19 H -1.748 -7.336 1.668  0.233
20 H -4.044 -8.217 1.503  0.257
21 H -0.614 -6.331 -0.201  0.240
22 H 1.820 -6.534 -1.353  0.262
23 H 3.991 -5.488 -1.736  0.271
24 H 4.632 -3.493 -0.459  0.268
25 H 2.914 -2.414 1.003  0.221
26 S -0.441 8.711 -4.995  0.789
27 C -0.555 7.052 -5.313  -0.255
28 C 0.436 6.362 -6.119  -0.169
29 C 0.773 5.044 -5.838  0.031
30 N 0.104 4.243 -4.963  -0.298
31 C -1.000 4.859 -4.355  0.027
32 C -1.327 6.192 -4.395  -0.202
33 C 0.118 9.600 -6.425  -0.192
34 C 1.022 10.621 -6.014  -0.198
35 C 1.899 11.122 -6.952  0.054
36 N 1.761 10.688 -8.227  -0.318
37 C 0.780 9.859 -8.639  0.062
38 C -0.058 9.206 -7.749  -0.242
39 H 1.108 6.953 -6.726  0.242
40 H 1.617 4.631 -6.275  0.222
41 H -1.555 4.222 -3.738  0.216
42 H -2.043 6.752 -3.753  0.256
43 H 1.147 10.890 -4.975  0.247
44 H 2.668 11.815 -6.698  0.238
45 H 0.683 9.794 -9.681  0.232
46 H -0.887 8.550 -8.008  0.258
47 O 0.452 -2.553 4.455  -0.721
48 C -0.168 -2.068 5.499  0.673
49 N -1.281 -1.324 5.442  -0.760
50 S -1.203 0.237 5.300  1.572
51 O 0.048 0.871 5.217  -0.803
52 O -0.860 -1.305 8.371  -0.469
53 C 0.172 -1.954 8.188  0.419
54 C 0.930 -2.530 9.285  -0.143
55 C 1.833 -3.548 9.177  -0.213
56 C 2.136 -3.955 7.898  -0.108
57 C 1.404 -3.559 6.697  -0.121
58 C 0.459 -2.542 6.792  -0.191
59 H 0.740 -1.956 10.256  0.255
60 H 2.383 -3.859 10.030  0.253
61 H 2.835 -4.773 7.786  0.227
62 H 1.676 -3.920 5.782  0.225